Below is a cluster of 3 separate species, C4H9NO2 in total, with properties calculated with ωB97M-V/def2-TZVPD.

The geometry in XYZ format:
```
16
Properties=species:S:1:pos:R:3:mulliken_charge:R:1
C -1.184 0.715 0.063 -0.52
C -1.638 -0.141 1.187 -0.87
C 0.493 -0.526 -1.129 -0.35
C 0.826 -1.749 -0.739 -0.58
H -0.941 1.726 0.365 0.38
H -1.767 0.717 -0.854 0.33
H 0.566 -0.205 -2.162 0.35
H -1.818 -1.166 0.852 0.31
H -2.584 0.255 1.588 0.36
H -0.908 -0.111 1.999 0.29
H 1.061 -2.520 -1.466 0.26
H 0.773 -2.057 0.299 0.26
N 1.989 1.273 -0.068 0.42
O 3.198 1.167 -0.129 -0.55
O 1.365 2.188 0.467 -0.47
H 0.570 0.436 -0.274 0.38
```

Computed properties:
ΔE to the lowest compared entry with this formula, charge and spin ... 209.1 kcal/mol
Orbital gap (spin up / spin down) ... 0.2160 / 0.2901 Eh
E_HOMO (spin up / spin down) ... -7.5 / -8.6 eV
LUMO (spin up / spin down) ... -1.62 / -0.70 eV